Below is C6H15F4Li2N2O12PS4 as an isolated structure in a non-equilibrium geometry, with properties calculated with the ωB97M-V functional and the def2-TZVPD basis.

```
46
Properties=species:S:1:pos:R:3:forces:R:3:mulliken_spin:R:1
S 1.17078 0.50644 -20.00290 -0.76 -2.75 -1.27 0.2822
S 0.44764 5.01473 -17.62546 -2.31 2.52 -5.67 0.0275
S 2.34979 -0.32588 -18.17640 2.60 -6.32 1.64 0.0717
S 0.92055 3.94783 -15.44442 -2.39 -4.45 1.59 0.0079
P -2.96508 1.18369 -17.82224 1.01 -2.02 -1.54 -0.0231
F 1.14887 2.06973 -20.52889 -0.04 0.57 0.81 0.0111
F 1.15533 2.38317 -14.92726 -0.75 1.41 -1.30 0.0057
F 1.06040 4.73088 -19.12034 -0.80 -0.19 -0.28 0.0020
F 2.54755 -0.27914 -16.57183 -0.74 1.15 0.94 0.0035
O -3.92192 1.91258 -16.83296 -1.08 -0.24 -0.87 0.0001
O 1.27147 6.16887 -17.38516 -0.95 -0.68 1.59 0.0118
O -3.10264 1.84510 -19.30222 -1.99 -1.69 2.41 -0.0068
O 3.74473 -0.15629 -18.48234 0.13 0.73 -0.96 0.0262
O -1.00897 5.06987 -17.79179 2.32 0.89 0.48 0.0110
O 1.78048 -1.66691 -18.21191 -0.10 0.85 -0.32 0.0669
O 2.21364 0.03323 -20.88762 0.21 0.82 -1.15 0.1325
O 2.13651 4.48802 -15.03435 1.69 1.55 -0.19 0.0027
O -0.23056 0.16066 -20.23354 0.50 0.73 0.32 0.0526
O -0.33421 4.30812 -14.80147 1.66 -0.25 -1.65 0.0096
O -1.54178 1.04142 -17.36732 -1.52 0.83 -0.29 -0.0498
O -3.72265 -0.22820 -18.00811 0.74 1.73 1.18 0.0008
N 1.45717 0.90088 -18.35839 -0.92 4.15 -0.45 0.2314
N 0.81645 3.56595 -17.21061 1.71 -0.02 5.82 0.0661
C -3.62494 3.19988 -16.27501 -0.15 0.16 1.53 -0.0035
C -3.82446 -2.62935 -18.62844 0.64 0.10 0.06 0.0001
C -4.69290 3.45381 -15.16415 1.37 -1.16 -0.77 -0.0002
C -3.37091 -1.18593 -19.00482 -0.64 -1.30 -0.87 0.0040
C -2.62963 3.24489 -21.13737 -0.19 -0.86 1.14 0.0046
C -2.58128 3.08267 -19.58244 3.08 1.69 -2.66 0.0152
Li 2.42869 2.67553 -18.07167 0.17 -0.31 -0.37 0.0521
Li 0.11325 1.81992 -17.58856 -1.40 -0.60 0.42 -0.0119
H -5.69974 3.50810 -15.57821 0.12 0.34 0.03 0.0000
H -2.64368 2.99116 -15.84879 0.12 1.06 0.31 0.0017
H -3.91823 -0.84092 -19.88203 0.00 -0.32 -0.24 -0.0004
H -3.18921 -3.15150 -17.91296 0.17 0.70 0.58 0.0001
H -4.85057 -2.74847 -18.28057 -0.05 0.36 -0.19 0.0000
H -3.64775 -3.30481 -19.46547 -0.39 0.38 -0.59 0.0000
H -4.61914 2.52927 -14.59154 -0.33 0.14 0.42 -0.0001
H -2.36879 2.27224 -21.55453 0.18 0.05 -0.09 -0.0008
H -3.60164 4.02371 -16.98834 0.10 -0.39 -0.31 0.0004
H -3.67011 3.42981 -21.40436 0.09 0.36 -0.29 0.0004
H -1.53310 3.03143 -19.28783 0.33 0.22 -0.15 -0.0036
H -2.89405 4.03828 -19.16165 -1.14 -0.57 0.76 -0.0010
H -4.39778 4.28959 -14.52974 -0.25 0.07 -0.20 0.0001
H -1.92122 3.98395 -21.51158 -0.29 0.15 0.13 -0.0004
H -2.32022 -1.22176 -19.29269 0.20 0.42 0.48 -0.0004
```
Forces are in eV/Å.

largest force on an atom: 7.03 eV Å⁻¹
total charge: -1
E_LUMO (spin up / spin down): 1.86 / 1.99 eV
ΔE to the lowest compared entry with this formula, charge and spin: 3.7 kJ/mol
HOMO level (spin up / spin down): -0.057 / -0.247 Eh
2S+1: 2
⟨S²⟩: 0.75
molar mass: 556.304 g/mol
calculated total energy: -3598.77892 Eh
orbital gap (spin up / spin down): 0.1257 / 0.3204 Ha